No. 1
# C76H156F15N7O10

12 unconnected molecules or ions with the total composition C76H156F15N7O10 in a non-equilibrium geometry (ωB97M-V/def2-TZVPD, the Open Molecules 2025 dataset).

Properties
Lowest unoccupied orbital energy: -3.30 eV
Highest occupied orbital energy: -8.38 eV
Total charge: +2
Kohn-Sham gap: 0.187 hartree
M: 1613.093 u
Relative energy (zero: lowest compared OMol25 entry of this formula, charge and spin): 134.3 kJ/mol

CARTESIAN COORDINATES (ANGSTROEM)
C (21.235701, 21.907180, 29.262319)
C (21.259079, 20.401824, 29.588149)
C (21.228349, 20.293927, 31.151601)
N (20.697928, 19.011819, 31.769869)
C (19.249211, 19.227548, 31.793545)
C (21.034398, 17.837791, 30.921009)
C (21.622118, 16.788924, 31.809843)
C (21.144316, 17.161464, 33.193128)
C (21.278051, 18.667229, 33.138992)
H (21.762379, 22.177856, 28.384401)
H (21.514748, 22.477311, 30.163091)
H (20.206095, 22.171778, 28.982514)
H (22.144033, 19.861152, 29.214692)
H (20.368582, 19.929489, 29.152774)
H (20.709489, 21.134280, 31.613486)
H (22.281794, 20.484081, 31.489547)
H (18.992733, 20.150538, 32.289153)
H (18.817314, 18.334951, 32.307287)
H (18.935507, 19.144994, 30.740938)
H (20.169779, 17.624387, 30.257609)
H (21.745304, 18.173457, 30.172412)
H (21.225183, 15.795043, 31.543878)
H (22.715551, 16.835413, 31.721561)
H (20.096416, 16.854983, 33.362657)
H (21.768095, 16.719420, 34.013272)
H (20.684082, 19.319570, 33.806907)
H (22.297179, 18.921179, 33.131405)
C (17.191801, 25.224161, 19.722524)
C (17.167729, 26.337128, 20.801821)
C (15.718915, 26.229981, 21.372783)
N (15.253620, 27.279070, 22.283556)
C (16.112291, 27.391124, 23.443176)
C (13.816575, 27.000879, 22.680292)
C (12.952479, 28.054402, 22.010075)
C (13.910000, 29.280622, 21.914752)
C (15.189682, 28.587108, 21.507999)
H (18.034525, 25.280884, 19.037414)
H (16.310475, 25.371343, 19.068885)
H (17.163763, 24.192510, 20.119730)
H (17.479375, 27.348459, 20.469335)
H (17.822206, 26.047527, 21.631489)
H (15.592997, 25.174364, 21.821075)
H (15.089661, 26.308031, 20.489948)
H (16.247669, 26.421669, 23.957836)
H (15.712827, 28.074432, 24.161849)
H (17.107533, 27.673220, 23.154526)
H (13.794733, 27.124745, 23.777448)
H (13.437140, 26.015313, 22.552205)
H (12.059785, 28.385389, 22.553613)
H (12.753653, 27.646619, 20.998619)
H (14.020582, 29.752774, 22.905492)
H (13.570771, 30.098938, 21.298663)
H (16.125883, 29.154139, 21.708930)
H (15.216377, 28.339134, 20.433947)
C (30.035825, 19.819231, 23.294840)
C (28.729238, 20.117472, 22.645457)
C (27.635034, 20.211098, 23.652208)
N (26.197337, 20.276848, 23.193547)
C (25.830583, 19.182223, 22.353923)
C (25.855087, 21.546418, 22.564650)
C (25.816132, 22.600803, 23.676032)
C (25.536560, 21.802594, 24.954115)
C (25.334282, 20.364576, 24.444405)
H (30.334515, 20.602636, 23.971625)
H (30.824508, 19.683799, 22.571174)
H (29.999929, 18.959590, 23.958011)
H (28.550861, 19.380739, 21.849797)
H (28.870026, 21.080552, 22.245026)
H (27.753713, 21.067678, 24.353014)
H (27.595859, 19.274410, 24.209101)
H (26.514939, 19.170547, 21.523794)
H (24.830929, 19.234134, 22.029646)
H (26.039148, 18.268995, 22.880640)
H (24.828397, 21.462812, 22.174778)
H (26.494627, 21.685626, 21.697763)
H (24.976369, 23.259427, 23.462396)
H (26.787296, 23.050398, 23.803297)
H (24.695185, 22.111018, 25.583660)
H (26.417058, 21.812425, 25.585133)
H (24.321529, 20.116273, 24.036151)
H (25.731801, 19.593133, 25.128143)
C (16.692178, 21.434244, 17.580476)
C (16.326003, 20.062999, 17.030303)
C (16.306084, 20.151151, 15.518632)
N (15.641889, 19.009009, 14.812823)
C (14.233885, 18.858702, 15.270541)
C (15.594042, 19.241906, 13.351868)
C (15.438373, 17.866617, 12.671525)
C (15.959707, 16.848236, 13.736676)
C (16.386733, 17.692632, 14.963095)
H (16.586068, 21.292543, 18.686100)
H (16.021834, 22.208908, 17.189723)
H (17.763833, 21.702776, 17.453266)
H (15.259922, 19.847223, 17.327778)
H (16.993973, 19.269723, 17.361636)
H (17.303443, 20.310343, 15.092543)
H (15.724395, 21.011639, 15.135222)
H (13.833837, 19.898285, 15.201286)
H (14.179833, 18.492293, 16.301480)
H (13.586302, 18.273063, 14.665430)
H (14.830657, 19.961015, 13.093969)
H (16.531694, 19.715044, 13.157073)
H (14.348137, 17.793260, 12.408753)
H (16.022439, 17.841083, 11.748062)
H (15.131216, 16.175274, 13.943687)
H (16.878178, 16.347436, 13.440960)
H (16.326751, 17.265636, 15.946967)
H (17.438601, 17.859866, 14.816806)
C (14.864813, 12.305401, 23.462839)
C (13.981553, 13.377701, 22.815598)
C (14.978685, 14.474502, 22.492145)
N (14.563169, 15.946706, 22.479192)
C (15.858749, 16.683697, 22.489352)
C (13.765353, 16.236264, 23.711134)
C (12.343545, 15.917020, 23.463662)
C (12.290206, 15.886385, 21.936786)
C (13.635589, 16.255169, 21.354012)
H (15.778417, 12.021413, 22.844231)
H (14.159805, 11.433896, 23.537549)
H (15.139336, 12.575515, 24.498062)
H (13.191652, 13.690819, 23.504834)
H (13.535440, 12.944017, 21.923321)
H (15.453261, 14.360949, 21.494057)
H (15.809351, 14.382698, 23.244025)
H (16.293996, 16.469754, 23.452393)
H (15.698502, 17.758635, 22.323161)
H (16.457181, 16.208895, 21.719307)
H (13.861130, 17.308353, 23.864478)
H (14.155561, 15.781608, 24.609862)
H (11.646961, 16.697222, 23.748769)
H (11.892044, 15.043845, 23.957031)
H (11.572864, 16.579302, 21.529275)
H (12.025452, 14.854191, 21.622678)
H (13.741471, 17.333841, 21.207605)
H (13.937056, 15.766784, 20.444050)
C (23.884364, 16.386468, 16.145328)
C (24.139964, 15.476381, 17.369478)
C (24.188138, 16.319201, 18.631505)
N (22.880261, 16.522656, 19.256165)
C (21.706789, 16.722839, 18.347235)
C (22.474776, 15.299443, 20.062922)
C (22.605457, 15.789653, 21.521052)
C (23.413767, 17.071034, 21.496053)
C (22.900636, 17.751616, 20.281107)
H (22.896444, 16.921445, 16.059728)
H (23.947119, 15.827274, 15.223070)
H (24.578157, 17.207445, 16.142132)
H (25.129474, 15.029207, 17.247964)
H (23.470008, 14.599929, 17.379723)
H (24.685631, 17.300550, 18.409633)
H (24.798624, 15.843039, 19.373420)
H (21.951781, 17.587497, 17.747117)
H (20.812725, 16.873644, 18.966744)
H (21.581311, 15.853591, 17.725028)
H (21.470563, 14.978138, 19.780772)
H (23.189208, 14.490388, 19.852421)
H (21.624682, 16.081810, 21.865899)
H (23.013794, 15.080309, 22.237302)
H (23.303435, 17.740840, 22.365522)
H (24.496079, 16.841917, 21.336798)
H (21.867805, 18.036431, 20.288012)
H (23.397998, 18.598745, 19.786237)
C (22.363202, 18.284356, 25.736876)
C (21.447039, 18.059594, 24.530306)
C (20.302131, 19.129982, 24.583116)
N (19.375152, 18.910861, 23.466199)
C (18.778236, 17.546986, 23.512220)
C (20.078379, 18.973763, 22.136844)
C (19.006920, 19.317809, 21.168791)
C (18.221759, 20.432830, 21.907747)
C (18.270375, 19.922616, 23.379735)
H (22.739042, 19.323340, 25.754261)
H (23.197139, 17.637814, 25.553348)
H (21.909610, 17.984398, 26.664882)
H (21.023954, 17.060460, 24.599388)
H (21.941812, 18.235761, 23.555021)
H (20.719015, 20.155120, 24.580117)
H (19.597002, 19.106787, 25.431911)
H (18.259060, 17.314610, 24.450384)
H (19.475295, 16.716725, 23.312981)
H (18.070797, 17.504331, 22.650477)
H (20.599558, 18.052895, 22.033271)
H (20.812029, 19.803005, 22.140976)
H (18.283907, 18.529528, 20.982154)
H (19.453895, 19.626916, 20.211062)
H (17.187265, 20.522508, 21.587354)
H (18.765484, 21.351014, 21.870626)
H (17.363668, 19.347573, 23.665738)
H (18.316472, 20.709814, 24.117296)
C (25.694835, 14.330548, 25.390348)
O (25.068024, 14.978301, 24.116666)
O (25.221622, 14.592854, 26.454259)
C (25.560203, 12.725749, 24.976857)
F (25.748831, 12.544549, 23.597107)
F (26.529575, 11.972896, 25.667526)
F (24.353186, 12.266909, 25.232653)
C (26.055204, 15.856981, 23.595399)
C (26.711396, 16.798167, 24.640616)
H (25.911738, 17.554105, 24.821661)
H (26.972429, 16.378809, 25.592249)
H (27.592161, 17.331621, 24.272771)
H (25.522601, 16.285640, 22.731093)
H (26.902100, 15.281016, 23.154321)
H (26.773886, 14.505445, 25.235695)
C (18.976717, 17.975742, 27.569518)
O (17.807743, 17.846793, 26.743066)
O (18.671504, 18.315275, 28.802182)
C (19.532480, 16.522131, 27.604929)
F (19.605470, 15.906279, 26.411919)
F (20.733304, 16.416305, 28.200217)
F (18.681498, 15.731102, 28.369101)
C (16.710157, 18.557690, 27.320249)
C (15.821018, 17.648497, 28.114750)
H (15.913155, 16.639680, 27.742380)
H (16.245502, 17.578866, 29.127451)
H (14.796318, 17.909170, 28.095163)
H (16.196132, 19.013832, 26.442571)
H (17.033500, 19.389151, 27.981881)
H (19.657021, 18.694393, 27.038437)
C (22.393215, 22.194665, 21.418176)
O (21.500327, 22.170198, 22.505319)
O (23.023195, 21.002647, 21.348642)
C (21.632756, 22.346241, 20.024637)
F (22.435443, 22.696805, 18.977601)
F (21.002105, 21.206913, 19.660696)
F (20.637630, 23.362253, 19.993727)
C (20.998087, 23.435306, 22.950817)
C (20.917562, 23.481180, 24.462123)
H (21.882204, 23.729653, 24.928433)
H (20.164245, 24.278596, 24.756251)
H (20.633525, 22.484662, 24.767669)
H (20.100586, 23.710131, 22.511054)
H (21.747314, 24.198667, 22.676021)
H (22.991801, 23.070205, 21.409094)
C (14.357658, 20.464501, 21.567176)
O (14.941481, 21.071909, 22.687603)
O (14.936076, 19.370393, 21.173888)
C (12.787657, 20.177613, 21.987584)
F (11.940107, 21.210442, 22.356127)
F (12.217119, 19.694052, 20.846916)
F (12.735819, 19.259014, 23.012358)
C (14.612896, 22.467120, 22.706448)
C (15.497678, 23.026567, 23.818777)
H (16.500605, 23.326248, 23.468713)
H (15.142051, 23.800758, 24.516026)
H (15.688323, 22.231044, 24.586338)
H (13.538181, 22.635033, 22.815213)
H (14.881448, 22.973533, 21.790018)
H (14.100457, 21.198393, 20.688987)
C (18.573444, 15.118280, 19.710447)
O (17.128806, 14.997566, 19.459540)
O (18.974721, 16.366971, 20.017629)
C (18.815975, 14.066822, 20.826332)
F (18.523845, 12.803213, 20.571788)
F (20.150193, 14.103870, 21.096734)
F (18.214532, 14.274326, 22.058594)
C (16.584439, 15.915464, 18.560965)
C (15.230317, 15.375432, 18.225899)
H (14.764163, 14.825787, 19.066921)
H (14.609538, 16.178423, 17.833523)
H (15.337570, 14.638343, 17.425594)
H (17.210816, 16.074240, 17.629375)
H (16.402744, 16.935837, 18.996600)
H (19.078883, 14.681533, 18.827802)

Cartesian forces (eV/Å) of the 2 atoms listed first:
-1.2 -0.5 0.7
-0.5 -0.2 0.8


No. 2
# C5H9NO

2 unconnected molecules or ions with the total composition C5H9NO in a non-equilibrium geometry (ωB97M-V/def2-TZVPD, the Open Molecules 2025 dataset).

Properties
Lowest unoccupied orbital energy: -0.54 eV
Highest occupied orbital energy: -8.49 eV
Kohn-Sham gap: 0.292 hartree
M: 99.133 u
Relative energy (zero: lowest compared OMol25 entry of this formula, charge and spin): 398.0 kJ/mol

CARTESIAN COORDINATES (ANGSTROEM)
C (-1.673105, -1.175967, -0.131637)
O (-1.085499, 0.202619, -0.160762)
C (0.051681, 0.561988, 0.267354)
C (0.561608, 1.916617, -0.103802)
C (0.937536, -0.318066, 1.058502)
C (0.213445, -1.198591, -2.087029)
N (1.192848, -0.543346, -2.136676)
H (-2.230628, -1.244093, -1.066446)
H (-0.950282, -1.994700, -0.161458)
H (-2.318131, -1.191629, 0.747246)
H (1.249265, 2.323895, 0.648191)
H (-0.218497, 2.639266, -0.350272)
H (1.143106, 1.703535, -1.019063)
H (1.621382, -0.724654, 0.295376)
H (0.391174, -1.132673, 1.534457)
H (1.511669, 0.249030, 1.798865)

Cartesian forces (eV/Å) of the 2 atoms listed first:
-0.1 0.1 0.2
0.2 0.1 0.1


No. 3
# C20H28N2O6

A single C20H28N2O6 molecule (ωB97M-V/def2-TZVPD, the Open Molecules 2025 dataset).

Properties
Lowest unoccupied orbital energy: 0.43 eV
Highest occupied orbital energy: -9.41 eV
Kohn-Sham gap: 0.362 hartree
M: 392.452 u
Relative energy (zero: lowest compared OMol25 entry of this formula, charge and spin): 0.0 kJ/mol

CARTESIAN COORDINATES (ANGSTROEM)
O (-0.509628, -1.791284, -0.875057)
C (-1.267850, -2.630228, -0.415794)
O (-0.899625, -3.559688, 0.421319)
H (0.078378, -3.511690, 0.650702)
C (-2.737403, -2.650769, -0.748074)
H (-2.861004, -2.356528, -1.791726)
H (-3.132707, -3.654445, -0.598118)
C (-3.462325, -1.646645, 0.160074)
H (-3.441128, -2.013333, 1.187963)
H (-2.922944, -0.699819, 0.139767)
C (-4.913020, -1.429129, -0.271564)
H (-5.476021, -2.343545, -0.075260)
H (-4.955677, -1.247603, -1.348567)
C (-5.565530, -0.254986, 0.467053)
H (-5.146677, -0.176620, 1.470822)
H (-6.637904, -0.429726, 0.564838)
C (-5.386821, 1.092126, -0.246408)
N (-4.003183, 1.436869, -0.478677)
C (-3.244540, 2.030914, 0.474077)
O (-3.708873, 2.400282, 1.536030)
C (-1.798547, 2.204850, 0.137985)
C (-1.116283, 1.408070, -0.778137)
C (0.242096, 1.571065, -0.974250)
C (0.943828, 2.541797, -0.267301)
C (0.257634, 3.361222, 0.624917)
C (-1.094116, 3.184482, 0.835066)
H (-1.632501, 3.793358, 1.545548)
H (0.808441, 4.124632, 1.153272)
C (2.416631, 2.748747, -0.419257)
O (2.939799, 3.837807, -0.279273)
N (3.112551, 1.627438, -0.719325)
H (2.644926, 0.734145, -0.713008)
C (4.554673, 1.608185, -0.758661)
H (4.881069, 2.634355, -0.942458)
C (5.169998, 1.111443, 0.557287)
H (5.018671, 1.879099, 1.318009)
C (4.559371, -0.196298, 1.063540)
C (4.764705, -1.370000, 0.106262)
C (3.975358, -2.600505, 0.543560)
C (2.483540, -2.499628, 0.337108)
O (1.714172, -3.293735, 0.847089)
O (2.084887, -1.528076, -0.449912)
H (1.088752, -1.569114, -0.613152)
H (4.294193, -3.476658, -0.029378)
H (4.150531, -2.829945, 1.596768)
H (5.825856, -1.623500, 0.070493)
H (4.451705, -1.096359, -0.900873)
H (5.012178, -0.441983, 2.027062)
H (3.492060, -0.047872, 1.238468)
H (6.244346, 0.987782, 0.410965)
H (4.874944, 0.982230, -1.595786)
H (0.742912, 0.942972, -1.695867)
H (-1.613630, 0.623919, -1.329507)
H (-3.580861, 1.143903, -1.342882)
H (-5.903424, 1.080187, -1.209145)
H (-5.815999, 1.877859, 0.381346)

Cartesian forces (eV/Å) of the 2 atoms listed first:
0.2 0.4 -0.3
-0.2 -0.1 -0.2


Question: Number 1 is which compound?
Answer: C76H156F15N7O10